[1]
The following is a quantum chemistry calculation of a 2-piece molecular cluster, C16H11BCl3N2O overall, from the OMol25 dataset.

Calculated values
**Net charge**: -1
**Frontier orbital gap**: 3.5 eV
**DFT total energy**: -2206.6684 Ha
**HOMO energy**: -0.1244 Ha
**Energy above the lowest of the compared OMol25 structures with the same formula, charge and spin**: 1.410 eV
**Lowest unoccupied orbital energy**: 0.098 eV

```
34
Properties=species:S:1:pos:R:3:forces:R:3:mulliken_charge:R:1
Cl -2.663207 1.284102 4.999779 -0.1 -0.3 -0.4 -0.3056
Cl -4.816585 0.336125 3.004459 0.4 -0.1 0.0 -0.3213
Cl -2.611867 2.273383 2.086847 -0.1 -0.7 0.4 -0.2408
O -2.142708 -0.303939 2.877844 0.6 -1.4 -1.8 -0.4300
N -0.153352 4.334303 0.807577 1.0 -1.3 -0.7 -0.6772
N 3.182021 1.591944 1.702612 -1.1 0.4 -1.1 -0.7133
C 2.390616 1.986987 0.928769 1.1 -0.4 1.2 0.1278
C 0.477886 -3.505336 1.820003 0.1 -0.2 -0.1 -0.4743
C 2.428674 1.106189 -1.823839 -0.4 0.2 -0.3 -0.6349
C 0.342937 -4.025179 0.519680 -0.5 0.6 0.1 -0.3289
C -0.313944 -2.451102 2.250358 -0.3 0.2 -0.3 -0.3813
C -1.405119 -2.420118 0.053834 0.0 0.3 0.5 -0.4786
C -0.605406 -3.473716 -0.358751 0.3 -0.3 0.0 -0.6063
C 0.565818 3.478960 0.444826 -1.1 1.5 0.7 0.0436
C -2.132188 -0.808138 1.705437 -0.1 0.6 1.7 -0.1181
C 2.409028 0.669698 -3.146977 -0.3 0.4 0.1 -0.4418
C 1.484068 2.073496 -1.375658 0.0 -0.1 -0.1 0.9559
C 0.575017 2.633140 -2.318738 0.3 -0.4 -0.1 -0.6282
C 1.482162 1.201349 -4.058063 0.0 0.0 0.0 -0.5076
C 0.577383 2.190401 -3.640071 0.3 -0.2 0.4 -0.4293
C 1.447472 2.477433 0.010662 0.1 -0.1 -0.2 0.2502
C -1.266725 -1.892831 1.358044 0.5 -0.7 -0.2 0.8087
B -3.024737 0.855873 3.239874 -0.7 1.6 0.0 0.6446
H -2.827325 -0.428647 0.952194 0.1 0.2 0.2 0.3035
H -0.714713 -3.875071 -1.367867 0.1 0.1 0.3 0.3756
H 3.120554 -0.092769 -3.467942 -0.1 0.2 0.0 0.3461
H 1.466671 0.848178 -5.089535 0.0 0.1 0.2 0.3401
H 3.168693 0.712659 -1.118668 -0.3 0.1 -0.2 0.3210
H -0.135016 2.617847 -4.347317 0.2 -0.1 0.1 0.3443
H -2.155581 -1.970707 -0.596979 0.3 -0.2 0.0 0.3482
H -0.119173 3.415965 -1.994951 0.2 -0.4 -0.1 0.3361
H 0.971341 -4.855676 0.190236 -0.2 0.3 0.1 0.3780
H -0.220934 -2.042014 3.258021 0.0 -0.1 -0.3 0.4325
H 1.218236 -3.942791 2.494298 -0.3 0.2 -0.2 0.3614
```
Positions in Å, forces in eV/Å.

***

[2]
The following is a quantum chemistry calculation of C16H11CeN3O4 as an isolated structure, from the OMol25 dataset.

Calculated values
**Net charge**: +3
**Frontier orbital gap (alpha / beta)**: 2.5 / 2.0 eV
**2S+1**: 2
**DFT total energy**: -1555.0906 Ha
**HOMO energy (alpha / beta)**: -0.6430 / -0.6381 Ha
**Lowest unoccupied orbital energy (alpha / beta)**: -15.000 / -15.329 eV

```
35
Properties=species:S:1:pos:R:3:forces:R:3:mulliken_charge:R:1
Ce -0.008580 0.026208 -2.979198 0.4 1.6 -8.1 0.8831
O -3.207356 0.159935 -2.423975 6.2 -0.3 -0.9 -0.0621
O 0.138789 3.174163 -2.028901 -0.2 -6.0 -1.6 -0.0808
O -0.170808 -3.151380 -2.355482 -0.1 6.0 -2.7 -0.1300
O 3.184806 -0.148693 -2.348885 -6.1 0.3 -1.0 -0.0560
N -0.039311 1.355636 8.414719 0.0 0.1 0.3 -0.2435
N 0.014956 -0.149069 -0.316847 -0.2 0.7 1.0 0.1011
N 0.001035 -0.257525 1.924188 -0.3 0.6 -1.6 0.1327
C 0.334094 -1.454677 0.116649 -0.2 0.1 0.7 -0.3499
C 0.089049 2.032100 -2.308056 0.5 12.5 4.5 0.4023
C 0.282696 -1.557175 1.479429 0.3 1.7 -1.5 -0.7448
C -0.074807 1.014017 7.316924 -0.1 -0.2 -0.5 -0.1533
C -1.241072 0.928059 5.168837 -0.3 0.1 -1.4 -0.7362
C -2.036604 0.106153 -2.561334 -13.4 0.4 3.1 0.3620
C 0.025735 0.668142 -7.637470 0.1 1.9 0.8 -0.5875
C -0.095389 0.630832 5.940599 -0.1 0.2 0.6 0.6236
C -0.036886 -0.646364 -7.694050 -0.1 -1.9 0.7 -0.5486
C -0.194267 0.582317 0.857442 0.6 -0.9 -1.3 -0.2896
C -0.164048 -2.028449 -2.735129 -0.8 -14.0 3.7 0.4540
C 2.021233 -0.092091 -2.521712 13.4 -0.8 3.4 0.3782
C 1.050464 0.002178 5.410378 0.4 -0.5 -1.3 -0.7335
C -0.024522 0.119330 3.274757 -0.3 -0.8 0.5 0.7554
C -1.203804 0.680223 3.791575 0.2 0.3 0.6 -0.3737
C 1.068646 -0.305551 4.048877 0.2 0.3 0.6 -0.4687
H 0.582797 -2.251709 -0.566851 -0.1 0.2 0.5 0.3860
H 0.994339 1.208768 -7.573308 -0.7 -0.4 -0.3 0.3095
H -0.360621 1.708887 0.920749 0.2 -1.9 0.0 0.3874
H -1.005884 -1.189881 -7.699500 0.7 0.5 -0.2 0.2987
H -2.144410 1.376343 5.590405 0.5 -0.2 0.2 0.4822
H -0.887866 1.299189 -7.593789 0.7 -0.5 -0.3 0.3049
H 1.926790 -0.240559 6.012691 -0.4 0.2 0.1 0.4900
H 1.925132 -0.782811 3.530447 -0.6 0.4 0.7 0.4752
H 0.875319 -1.280503 -7.678951 -0.7 0.5 -0.3 0.2991
H 0.419031 -2.384936 2.137008 0.1 -0.3 0.3 0.5700
H -2.038678 0.848880 3.087763 0.4 0.1 0.8 0.4626
```
Positions in Å, forces in eV/Å.

***

[3]
The following is a quantum chemistry calculation of C16H11Cl5CuF5NO as an isolated structure, from the OMol25 dataset.

Calculated values
**Net charge**: -1
**Frontier orbital gap**: 6.8 eV
**DFT total energy**: -5187.1625 Ha
**HOMO energy**: -0.1529 Ha
**Energy above the lowest of the compared OMol25 structures with the same formula, charge and spin**: 0.000 eV
**Lowest unoccupied orbital energy**: 2.615 eV

```
40
Properties=species:S:1:pos:R:3:forces:R:3:mulliken_charge:R:1
Cu -0.551882 -0.685896 -0.816281 -0.2 -0.1 -0.3 -0.9774
Cl 2.405912 3.175292 -3.853919 -0.1 0.0 0.0 -0.2164
Cl -2.980595 3.540383 -3.713402 0.1 0.0 0.0 -0.2147
Cl -3.095346 1.139180 -1.729244 0.1 0.0 -0.1 -0.1783
Cl -0.231386 4.567503 -4.773104 0.0 0.0 0.0 -0.2143
Cl 2.302432 0.739578 -1.917054 -0.1 0.1 -0.1 -0.2137
F -0.366658 -3.518989 -1.387343 0.0 0.0 0.0 -0.3335
F -1.482146 -3.172424 1.129612 0.0 0.0 0.0 -0.2688
F -2.566978 -4.429003 -0.252235 0.0 -0.1 0.0 -0.3172
F -3.305656 -2.452572 0.199877 0.0 0.0 0.0 -0.2607
F -2.192920 -2.641039 -2.264302 0.0 0.0 0.0 -0.3264
O -1.978251 0.143072 1.112896 0.0 0.0 0.1 -0.3373
N 1.025600 -0.964200 0.693309 0.1 0.1 0.1 0.5240
C -0.397752 0.976403 -1.925553 0.0 0.0 0.1 -2.2449
C -0.368500 1.290536 2.571860 0.0 0.1 0.2 -0.8153
C 1.696703 -2.115858 0.621630 -0.1 0.0 0.0 -0.5479
C 0.730629 1.297624 1.507468 0.1 0.0 -0.1 -0.4052
C 2.885325 -2.339103 1.296915 0.0 0.0 0.0 -0.7707
C 3.393579 -1.325047 2.090566 0.0 0.0 0.0 -0.3937
C -1.410846 0.197893 2.408310 -0.1 -0.1 -0.1 -0.6822
C -1.355791 -2.518877 -1.152282 0.1 -0.1 0.1 0.7158
C -2.183054 -3.150977 -0.030614 0.0 0.1 0.0 0.7605
C 0.876342 2.587062 -3.283401 0.1 0.0 0.0 -0.5542
C 1.515418 0.019442 1.458801 0.0 0.0 -0.1 0.5197
C 2.697184 -0.132940 2.176158 0.0 0.0 0.0 -0.6281
C -0.294598 3.215095 -3.693296 0.0 0.1 -0.1 0.7236
C 0.789235 1.500032 -2.418624 0.2 -0.1 0.0 2.1398
C -1.531462 1.661852 -2.351742 -0.2 0.0 0.1 1.5301
C -1.517674 2.749169 -3.217343 -0.1 0.1 -0.1 -0.5444
H -0.967335 -0.787657 2.560792 0.0 0.0 0.0 0.3063
H -2.194671 0.323815 3.165513 0.0 0.0 0.0 0.3677
H 3.063738 0.689644 2.777300 0.0 0.0 0.0 0.4390
H 0.081941 1.174520 3.565030 0.0 0.0 0.0 0.3774
H 3.393162 -3.288028 1.193306 0.0 0.0 0.0 0.4225
H 1.245955 -2.870111 -0.011479 0.0 0.0 0.0 0.4314
H -0.859331 2.270283 2.571340 0.0 0.0 0.0 0.3653
H 4.322972 -1.456414 2.631491 0.0 0.0 0.0 0.3890
H 0.299675 1.453481 0.515394 0.0 0.0 0.0 -0.3004
H 1.410760 2.129622 1.705833 0.0 0.0 0.0 0.4869
H -2.303729 1.007656 0.837816 0.0 0.0 0.0 0.2466
```
Positions in Å, forces in eV/Å.

***

[4]
The following is a quantum chemistry calculation of an isolated ion of composition C16H11ClN5O5 and charge +1, from the OMol25 dataset.

Calculated values
**Net charge**: +1
**Frontier orbital gap**: 6.4 eV
**SMILES**: O=C[n+]1cccn1-c1cc2c(cc1Cl)N[C@H](C(=O)O)n1nc(C(=O)O)cc1-2
**DFT total energy**: -1726.1541 Ha
**HOMO energy**: -0.4221 Ha
**Energy above the lowest of the compared OMol25 structures with the same formula, charge and spin**: 1.665 eV
**Lowest unoccupied orbital energy**: -5.080 eV

```
38
Properties=species:S:1:pos:R:3:forces:R:3:mulliken_charge:R:1
Cl 2.662161 1.876411 -3.321861 -1.3 -1.3 1.6 -0.1905
O 0.425017 -5.554920 0.774383 0.9 2.1 -1.2 -0.4570
O -3.507225 -1.357743 3.785380 0.3 -1.5 0.6 -0.4355
O 1.935983 -4.937417 -0.839959 -3.5 1.3 3.2 -0.5752
O 0.779362 3.090843 1.037254 -1.3 1.9 -0.7 -0.3816
O -2.253575 -3.141949 4.577253 -1.3 1.8 -1.5 -0.5081
N 1.847182 -2.265068 -0.498456 -1.2 -1.5 2.0 -0.3470
N -0.033746 -2.602378 1.123496 -0.5 2.2 -0.5 0.6852
N 0.136145 2.924994 -1.743314 0.4 1.3 -2.4 0.1921
N -0.118297 3.953124 -0.812373 -0.8 -1.6 -1.7 0.0847
N -0.594142 -3.071662 2.245889 -1.6 0.0 -0.3 -1.2174
C -0.403844 4.790605 -2.839093 0.3 -0.3 1.6 -0.8899
C 1.142255 -4.607748 0.088698 3.6 -1.9 -1.5 0.5722
C 0.041963 3.532297 -3.047880 -0.2 -0.8 4.4 -0.1785
C -0.511622 5.002044 -1.452504 -0.1 0.6 -4.8 -0.0729
C 2.028741 -0.300631 -1.666365 -2.2 4.3 -1.3 -0.5180
C -0.238162 0.785515 -0.585149 -1.0 -0.3 0.7 -0.4977
C 0.135846 4.002351 0.532866 2.8 -3.7 3.7 0.0458
C 1.349784 -1.004718 -0.761916 -1.6 -2.3 1.7 0.1640
C -2.542485 -2.333071 3.698221 1.4 -1.8 1.5 0.2135
C 1.613545 0.952311 -2.101553 0.5 1.6 0.1 -0.0097
C -1.698703 -2.300441 2.445709 0.3 1.2 -0.6 0.3520
C 0.139373 -0.538445 -0.195479 -0.5 1.8 -0.8 0.3343
C -0.629003 -1.396280 0.727937 0.4 -0.9 -0.2 0.4462
C -1.793183 -1.235841 1.483273 2.5 -0.6 0.7 -0.5672
C 1.285436 -3.116188 0.629871 -1.2 0.5 -1.0 0.0385
C 0.513232 1.575120 -1.469213 0.5 -1.2 0.1 0.0291
H 0.363311 3.113765 -3.959987 0.1 -1.1 -0.5 0.5113
H -0.859837 5.929906 -1.181236 -0.4 1.7 2.0 0.4767
H -0.175248 4.846476 1.161777 -0.4 0.3 -0.9 0.3776
H -0.069742 -5.136909 1.501751 -0.1 0.1 0.1 0.4078
H -2.255058 -0.282431 1.662947 -0.7 -0.2 -0.3 0.3720
H -1.198431 1.265719 -0.221062 1.2 -0.9 -0.2 0.3550
H 2.889880 -0.567569 -2.063653 3.9 -1.9 -1.6 0.7581
H -0.459776 5.502600 -3.585726 -0.6 1.4 -1.2 0.4666
H -4.025353 -1.548236 4.619152 0.8 0.2 -1.1 0.3696
H 2.184535 -2.832834 -1.278491 -0.1 0.1 0.5 0.3203
H 1.893681 -3.011602 1.529414 0.5 -0.7 -0.3 0.2738
```
Positions in Å, forces in eV/Å.

***

[5]
The following is a quantum chemistry calculation of a 2-piece molecular cluster, C16H11ClN5O8 overall, from the OMol25 dataset.

Calculated values
**Net charge**: -1
**Frontier orbital gap**: 3.0 eV
**DFT total energy**: -1951.8298 Ha
**HOMO energy**: -0.1110 Ha
**Energy above the lowest of the compared OMol25 structures with the same formula, charge and spin**: 0.133 eV
**Lowest unoccupied orbital energy**: -0.064 eV

```
41
Properties=species:S:1:pos:R:3:forces:R:3:mulliken_charge:R:1
Cl -1.386849 -0.581610 5.693591 0.4 0.1 0.6 -0.2739
O -1.007670 3.893007 -1.962843 1.5 -1.6 1.0 -0.5829
O 4.966016 3.042762 -3.790894 -1.3 -0.1 0.7 -0.6755
O 4.687001 0.771872 0.361529 -1.1 -0.2 -0.1 -0.1801
O 2.975332 0.255614 1.796580 0.7 0.6 -1.3 -0.6451
O -0.138740 -2.547373 1.292046 -0.3 -0.2 -0.7 -0.7429
O -1.093585 2.687420 -0.115953 1.2 0.9 -2.4 -0.5557
O 2.869528 3.907807 -4.001453 0.3 -0.4 -0.1 -0.1872
O -0.838390 -2.530499 -0.874122 1.1 -1.0 -0.5 -0.2886
N 3.313629 0.707019 0.716565 -1.4 0.1 -0.5 0.8613
N 3.817304 3.056509 -3.369394 -1.4 -0.4 0.9 0.7606
N -0.500646 3.077768 -1.161286 -2.6 0.6 1.1 0.9119
N 4.837140 1.322561 -0.887388 -3.0 0.7 -0.9 -0.5245
N 1.618374 3.815354 -3.435743 0.9 -1.4 2.1 -0.5019
C 0.174394 -3.536764 -1.165507 -0.5 0.6 -0.1 -0.1487
C 2.579399 1.228391 -0.356409 2.5 -0.7 1.1 0.3745
C -3.910411 -0.400351 1.952381 0.5 -0.1 -0.2 -0.7301
C 0.824661 2.544295 -1.355144 0.8 -1.6 1.3 -0.3325
C -2.322745 -0.457060 4.258315 -1.1 -0.3 -1.9 0.3548
C -0.911884 -2.110169 0.431608 -0.6 1.5 0.7 0.5757
C 3.091653 2.435982 -2.367460 1.7 0.9 -1.5 0.3377
C -1.788059 -0.927219 3.055580 -0.5 0.2 0.1 -0.6947
C -2.553287 -0.852195 1.833597 0.0 0.9 1.3 0.8543
C 1.231148 1.608297 -0.382558 -0.9 1.3 -0.9 -0.6157
C -4.432729 0.030777 3.162651 0.6 0.0 0.1 -0.2871
C 1.777011 2.953787 -2.393220 -1.0 1.3 -1.5 0.5685
C -1.960078 -1.113374 0.574900 0.9 -1.1 -0.5 -0.8709
C 3.554518 1.607188 -1.305196 2.9 -0.4 1.4 0.1382
C -0.053301 -3.913429 -2.621821 -0.2 -0.2 -0.1 -1.1927
C -3.631718 0.058833 4.315874 0.2 -0.4 0.2 -0.5721
H -2.426358 -0.720637 -0.330205 -0.1 -0.5 0.2 0.2694
H -0.767275 -1.311547 3.007965 -0.4 0.2 0.1 0.4392
H 0.012888 -4.424373 -0.527017 0.3 0.5 -0.1 0.2627
H -5.470911 0.362040 3.227169 0.3 0.0 0.0 0.3290
H 0.580033 1.237326 0.406711 -0.2 0.3 -0.2 0.6948
H -4.515337 -0.389689 1.038233 0.1 0.0 0.4 0.2950
H -0.045046 -3.049259 -3.293491 0.1 0.0 0.2 0.2950
H 1.194139 -3.124678 -1.005823 -0.6 -0.3 0.1 0.2466
H -1.038419 -4.391883 -2.717862 0.3 0.1 0.0 0.2821
H 0.709893 -4.615473 -2.977300 -0.1 0.0 0.1 0.3831
H -4.020623 0.392974 5.272793 0.0 0.0 -0.1 0.3684
```
Positions in Å, forces in eV/Å.

***

[6]
The following is a quantum chemistry calculation of C16H11F5MnN5O4S as an isolated structure, from the OMol25 dataset.

Calculated values
**Net charge**: -1
**Frontier orbital gap (alpha / beta)**: 8.1 / 8.7 eV
**2S+1**: 6
**DFT total energy**: -3239.6263 Ha
**HOMO energy (alpha / beta)**: -0.2056 / -0.2278 Ha
**Energy above the lowest of the compared OMol25 structures with the same formula, charge and spin**: 0.000 eV
**Lowest unoccupied orbital energy (alpha / beta)**: 2.467 / 2.464 eV

```
43
Properties=species:S:1:pos:R:3:forces:R:3:mulliken_charge:R:1
Mn 0.477209 -0.191070 0.516196 -1.2 -0.5 -0.6 0.6597
S 1.413595 -1.984050 -2.477670 -0.1 -0.1 0.2 0.3123
F -0.209180 -2.958716 5.060223 0.0 0.0 0.0 -0.3241
F -2.432985 -4.338858 4.324849 0.0 0.0 0.1 -0.3367
F -2.257771 -2.411579 0.062200 0.0 0.0 0.1 -0.3085
F -3.442176 -4.042033 1.820266 0.0 0.0 0.0 -0.3236
F 0.982359 -1.302211 3.328756 0.0 0.0 -0.1 -0.2893
O -1.037917 1.409172 1.439180 0.1 0.0 0.0 -0.5865
O 1.093976 -1.534142 -1.079878 0.2 0.0 0.0 -0.4212
O 2.108847 0.666875 1.067971 0.8 0.3 0.2 -0.3142
O -0.408388 1.264903 -3.045714 0.1 0.1 0.1 -0.8172
N -0.702333 1.295358 -0.782333 0.1 0.1 0.0 -0.2712
N 4.491624 -1.462095 -0.295202 0.0 -0.1 -0.2 -0.4676
N -2.124192 2.944317 0.173807 0.0 0.0 0.0 0.1723
N 6.460942 2.175795 1.318995 0.1 0.1 0.0 -0.4939
N 3.157195 1.350297 1.302827 -0.3 0.1 0.1 -0.6778
C -2.695984 3.517665 1.384649 0.0 -0.1 -0.1 -0.9395
C -0.119484 -1.970886 2.890727 0.1 0.0 0.2 1.7211
C -1.269689 1.856044 0.305594 -0.1 0.1 -0.1 0.4397
C -0.704490 -2.809251 3.819238 0.0 -0.1 0.1 -0.3358
C -0.120673 -1.803234 -3.369526 -0.1 -0.1 -0.1 -0.5741
C 5.485654 1.592477 1.146804 -0.5 -0.4 -0.2 0.1417
C -0.579197 -1.778287 1.608369 0.4 0.3 0.3 -1.7315
C -1.834127 -3.512537 3.453340 0.0 0.0 0.1 1.0272
C -1.843525 2.909185 -2.173251 0.1 0.0 0.0 -1.0295
C -2.391351 3.441092 -1.075249 0.0 0.0 0.2 0.1460
C 4.387425 -0.441713 0.222049 -0.1 0.5 0.4 0.1817
C 2.293360 -0.649478 -3.267427 0.0 0.1 0.0 -0.7567
C -1.697423 -2.503868 1.304506 -0.2 0.0 -0.5 1.1895
C -2.339801 -3.358005 2.179676 -0.1 -0.1 0.0 -0.3333
C -0.927477 1.772977 -2.044589 -0.1 -0.1 0.0 0.5989
C 4.281408 0.832881 0.897896 0.8 -0.1 -0.2 0.5714
H 1.697645 0.257888 -3.143404 0.1 0.0 0.0 0.1746
H -2.053706 3.297091 -3.158158 0.0 0.0 0.0 0.3964
H -3.396143 2.825915 1.850554 0.0 0.0 0.0 0.2893
H 3.260030 -0.577856 -2.773184 0.0 0.0 0.0 0.2726
H 0.038063 -2.101341 -4.409127 0.0 0.0 0.1 0.4178
H -0.433187 -0.759628 -3.291497 0.0 -0.1 0.0 0.0374
H -3.211060 4.439117 1.120858 0.0 0.0 0.0 0.2950
H 2.423458 -0.901792 -4.323806 0.0 0.0 0.1 0.4121
H -1.909614 3.727184 2.105181 0.0 0.0 0.0 0.3016
H -0.839474 -2.466038 -2.887080 0.0 0.0 0.0 0.2867
H -3.071444 4.282435 -1.107614 0.0 0.0 0.0 0.2874
```
Positions in Å, forces in eV/Å.